The following is a DFT calculation (ωB97M-V with the def2-TZVPD basis set) of a molecular structure, C33H34Br2N2OZn.

Last column: Mulliken charge in e.
CARTESIAN COORDINATES (ANGSTROEM)
C (4.366, 2.903, 1.799)  -1.03
N (3.724, 2.052, 0.836)  0.41
C (4.474, 1.398, -0.109)  -0.21
O (5.666, 1.584, -0.341)  -0.70
C (3.553, 0.405, -0.794)  0.13
C (4.027, -1.025, -0.489)  -1.46
C (4.055, -1.302, 0.998)  0.50
C (5.099, -0.808, 1.793)  -0.04
C (5.078, -0.986, 3.176)  -0.68
C (4.038, -1.708, 3.771)  -0.45
C (3.040, -2.276, 2.972)  -0.66
C (3.053, -2.080, 1.590)  -0.32
N (2.238, 0.754, -0.268)  0.40
C (1.149, 0.092, -0.738)  -0.52
C (-0.160, 0.269, -0.268)  0.74
C (-1.309, -0.425, -0.687)  -1.10
C (-2.554, -0.285, 0.056)  0.18
C (-3.579, -1.258, -0.054)  0.97
C (-4.755, -1.167, 0.675)  -0.52
C (-4.967, -0.039, 1.505)  -0.58
C (-3.973, 0.946, 1.611)  -0.79
C (-2.793, 0.824, 0.892)  -0.55
C (2.309, 1.696, 0.861)  0.27
C (1.944, 1.089, 2.239)  -0.22
C (1.485, 2.267, 3.101)  -0.84
C (1.105, 3.420, 2.145)  -0.78
C (1.472, 2.995, 0.717)  -1.12
H (5.284, 3.301, 1.341)  0.40
H (3.711, 3.731, 2.079)  0.35
H (4.658, 2.350, 2.710)  0.21
H (3.585, 0.591, -1.881)  0.49
H (3.377, -1.743, -1.000)  0.58
H (5.050, -1.109, -0.897)  0.57
H (5.939, -0.291, 1.315)  0.38
H (5.885, -0.565, 3.781)  0.42
H (4.021, -1.845, 4.854)  0.38
H (2.244, -2.874, 3.420)  0.40
H (2.279, -2.519, 0.952)  0.41
H (1.371, -0.595, -1.543)  0.50
H (-0.240, 1.066, 0.474)  -0.49
H (-1.105, -1.424, -1.115)  0.78
H (-3.415, -2.100, -0.739)  0.05
H (-5.473, -1.998, 0.658)  0.03
H (-5.888, 0.026, 2.092)  0.39
H (-4.104, 1.779, 2.314)  0.37
H (-2.056, 1.632, 0.975)  0.53
H (1.147, 0.347, 2.103)  0.48
H (2.816, 0.564, 2.653)  -0.36
H (0.642, 1.982, 3.742)  0.42
H (2.298, 2.588, 3.769)  0.34
H (0.032, 3.640, 2.221)  0.42
H (1.635, 4.340, 2.430)  0.42
H (2.073, 3.759, 0.205)  0.37
H (0.588, 2.790, 0.108)  0.37
Br (-1.876, -4.788, -0.058)  -0.22
Zn (-4.120, -4.519, -0.012)  0.32
Br (-6.317, -4.580, -0.556)  -0.24
C (-2.405, -2.222, -4.119)  -1.59
C (-1.579, -1.445, -3.273)  -0.24
C (-2.299, -0.335, -2.723)  -0.13
C (-3.665, -0.448, -3.260)  0.27
C (-3.723, -1.610, -4.130)  0.45
C (-4.778, -1.742, -5.029)  -0.65
C (-5.794, -0.769, -5.025)  -0.47
C (-5.755, 0.331, -4.144)  -0.70
C (-4.704, 0.492, -3.246)  -0.07
H (-2.112, -3.064, -4.745)  0.44
H (-0.561, -1.771, -3.014)  0.44
H (-1.915, 0.668, -2.458)  0.65
H (-4.738, -2.539, -5.759)  0.41
H (-6.617, -0.854, -5.730)  0.37
H (-6.544, 1.095, -4.188)  0.34
H (-4.633, 1.342, -2.541)  0.38

For the total energy, the calculation gives -228303.533 eV. Its lowest unoccupied orbital energy is -1.0 eV. For the relative energy (zero: lowest compared OMol25 entry of this formula, charge and spin), the calculation gives 54.50 kcal per mole. For the orbital gap, the calculation gives 5.36 eV.

---

The following is a DFT calculation (ωB97M-V with the def2-TZVPD basis set) of a molecular structure, C33H34BrN4O4SbW.

Last column: Mulliken spin population.
CARTESIAN COORDINATES (ANGSTROEM)
W (-0.581, 1.042, 0.446)  1.72
O (-1.976, -0.353, 0.049)  0.07
C (-2.060, -1.555, 0.625)  0.10
C (-2.530, -2.628, -0.132)  -0.04
C (-2.642, -3.886, 0.431)  0.02
C (-2.302, -4.109, 1.769)  0.00
C (-1.858, -3.053, 2.527)  0.02
C (-1.711, -1.768, 1.974)  0.01
C (-1.309, -0.693, 2.839)  0.03
N (-0.957, 0.490, 2.455)  -0.03
C (-0.696, 1.503, 3.501)  0.01
C (-1.020, 2.857, 2.886)  -0.02
N (-0.307, 2.873, 1.605)  -0.01
C (0.575, 3.789, 1.392)  -0.02
C (1.576, 3.692, 0.368)  0.04
C (2.256, 4.822, -0.112)  0.00
C (3.302, 4.684, -0.993)  0.01
C (3.724, 3.399, -1.358)  0.00
C (3.096, 2.272, -0.864)  0.01
C (2.000, 2.403, -0.012)  0.05
O (1.390, 1.316, 0.467)  0.01
H (-2.808, -2.445, -1.162)  0.00
H (-3.010, -4.705, -0.175)  0.00
H (-2.406, -5.092, 2.206)  0.00
H (-1.612, -3.199, 3.573)  0.00
H (-1.319, -0.896, 3.909)  -0.01
H (0.359, 1.469, 3.780)  0.00
H (-1.301, 1.314, 4.387)  0.00
H (-0.704, 3.670, 3.538)  0.00
H (-2.095, 2.939, 2.714)  0.00
H (0.601, 4.640, 2.073)  0.00
H (1.944, 5.807, 0.217)  0.00
H (3.812, 5.556, -1.376)  0.00
H (4.566, 3.282, -2.027)  0.00
H (3.439, 1.277, -1.121)  0.00
C (-0.226, 2.669, -2.367)  0.02
O (-0.156, 1.373, -1.722)  0.05
C (0.661, 0.420, -2.349)  0.00
C (1.169, 0.580, -3.622)  -0.01
C (2.008, -0.411, -4.126)  0.00
Br (2.724, -0.188, -5.850)  0.00
C (2.323, -1.535, -3.391)  0.00
C (1.786, -1.702, -2.116)  0.00
C (0.960, -0.712, -1.611)  0.02
O (0.417, -0.806, -0.336)  0.01
C (2.157, -2.860, -1.289)  0.00
N (3.324, -3.412, -1.298)  0.00
C (3.262, -4.423, -0.342)  0.00
C (4.241, -5.337, 0.045)  0.00
C (3.901, -6.263, 1.008)  0.00
C (2.621, -6.288, 1.585)  0.00
C (1.645, -5.380, 1.220)  0.00
C (1.999, -4.450, 0.251)  0.00
N (1.291, -3.393, -0.330)  0.00
H (-0.783, 2.580, -3.298)  0.00
H (0.781, 3.043, -2.545)  0.00
H (-0.742, 3.330, -1.677)  -0.02
H (0.945, 1.446, -4.226)  0.00
H (2.987, -2.294, -3.780)  0.00
H (0.909, -1.478, 0.181)  0.01
H (5.222, -5.315, -0.409)  0.00
H (4.633, -6.992, 1.327)  0.00
H (2.395, -7.037, 2.332)  0.00
H (0.657, -5.399, 1.664)  0.00
H (0.287, -3.422, -0.451)  0.00
C (-3.738, 1.744, -1.979)  -0.01
Sb (-3.086, 2.263, -0.036)  -0.06
C (-4.568, 1.462, 1.243)  0.01
C (-3.334, 4.366, 0.088)  0.00
H (-4.816, 1.864, -2.055)  0.00
H (-3.464, 0.705, -2.149)  0.00
H (-3.252, 2.384, -2.711)  0.00
H (-5.540, 1.885, 1.001)  0.00
H (-4.317, 1.694, 2.277)  0.00
H (-4.584, 0.384, 1.102)  0.00
H (-4.347, 4.634, -0.206)  0.00
H (-2.624, 4.863, -0.570)  0.00
H (-3.162, 4.691, 1.113)  0.00

The expectation value of S² is 2.019. For the total energy, the calculation gives -127316.377 eV. Its lowest unoccupied orbital energy (alpha / beta) is -5.9 / -6.6 eV. For the relative energy (zero: lowest compared OMol25 entry of this formula, charge and spin), the calculation gives 11.61 kcal per mole. The multiplicity is 3. The charge is +2. For the orbital gap (alpha / beta), the calculation gives 6.96 / 6.20 eV.

---

The following is a DFT calculation (ωB97M-V with the def2-TZVPD basis set) of a molecular structure, C33H34Cl2CrGe2N2O3S2Se.

Last column: Mulliken spin population.
CARTESIAN COORDINATES (ANGSTROEM)
Cr (-0.305, 0.073, 1.177)  4.22
Cl (-2.276, -1.655, -0.063)  0.04
C (-3.209, -0.603, -1.074)  0.02
C (-4.264, -1.159, -1.778)  -0.01
C (-5.003, -0.364, -2.633)  0.03
C (-4.669, 0.972, -2.782)  -0.01
C (-3.613, 1.512, -2.065)  0.02
Cl (-3.244, 3.188, -2.315)  0.00
C (-2.844, 0.751, -1.160)  0.03
S (-1.595, 1.517, -0.206)  0.04
H (-4.495, -2.210, -1.651)  0.00
H (-5.836, -0.785, -3.185)  0.00
H (-5.223, 1.611, -3.457)  0.00
C (2.710, -3.755, 0.719)  0.00
C (1.450, -3.020, 1.140)  0.04
C (0.418, -3.985, 1.709)  0.01
O (0.890, -2.301, 0.036)  0.01
C (1.770, -1.978, 2.232)  -0.02
O (2.546, -2.311, 3.115)  0.01
O (1.113, -0.858, 2.208)  -0.04
H (2.461, -4.604, 0.072)  0.00
H (3.232, -4.118, 1.605)  0.00
H (3.375, -3.075, 0.185)  0.00
H (0.245, -4.816, 1.018)  0.00
H (-0.529, -3.470, 1.881)  0.00
H (0.774, -4.388, 2.659)  0.00
H (0.733, -2.910, -0.693)  0.01
Se (-0.418, 2.148, 3.247)  0.09
C (-0.083, 3.943, 3.249)  0.00
N (0.124, 5.087, 3.270)  0.02
S (-2.291, -1.935, 4.978)  0.00
C (-1.176, -1.289, 3.839)  0.03
N (-1.675, -0.576, 2.902)  0.01
C (-3.064, -0.446, 3.064)  0.01
C (-3.908, 0.343, 2.289)  0.00
C (-5.257, 0.353, 2.578)  0.00
C (-5.782, -0.399, 3.640)  0.00
C (-4.952, -1.153, 4.440)  0.00
C (-3.588, -1.157, 4.140)  0.00
H (-0.111, -1.459, 3.951)  0.01
H (-3.492, 0.955, 1.501)  -0.01
H (-5.919, 0.966, 1.978)  0.00
H (-6.847, -0.376, 3.846)  0.00
H (-5.338, -1.712, 5.285)  0.00
C (2.328, 0.410, -4.228)  0.01
Ge (1.006, -0.144, -2.884)  0.05
C (0.983, -2.110, -2.999)  0.00
C (-0.733, 0.367, -3.630)  0.00
Ge (1.344, 0.728, -0.610)  0.13
C (1.430, 2.683, -0.805)  0.02
C (1.636, 3.505, 0.306)  0.01
C (1.608, 4.891, 0.182)  -0.01
C (1.385, 5.471, -1.063)  0.01
C (1.189, 4.665, -2.180)  0.00
C (1.199, 3.283, -2.047)  0.03
C (3.169, 0.204, -0.076)  0.12
C (3.684, 0.554, 1.177)  0.00
C (4.969, 0.175, 1.542)  0.00
C (5.763, -0.550, 0.659)  0.01
C (5.269, -0.895, -0.593)  0.00
C (3.974, -0.530, -0.950)  0.03
H (2.020, -0.039, -5.178)  0.00
H (3.336, 0.061, -3.982)  0.00
H (2.359, 1.498, -4.342)  0.00
H (1.039, -2.388, -4.057)  0.00
H (0.042, -2.497, -2.595)  0.00
H (1.821, -2.576, -2.471)  0.00
H (-0.750, 0.104, -4.694)  0.00
H (-0.927, 1.439, -3.526)  0.00
H (-1.534, -0.174, -3.123)  0.00
H (1.793, 3.072, 1.287)  0.02
H (1.724, 5.508, 1.065)  0.00
H (1.347, 6.551, -1.158)  0.00
H (1.015, 5.115, -3.153)  0.00
H (1.019, 2.665, -2.923)  0.00
H (3.069, 1.100, 1.885)  0.01
H (5.346, 0.433, 2.526)  0.00
H (6.761, -0.859, 0.954)  0.00
H (5.885, -1.457, -1.286)  0.00
H (3.594, -0.816, -1.926)  0.00

The expectation value of S² is 8.768. For the total energy, the calculation gives -297414.863 eV. Its lowest unoccupied orbital energy (alpha / beta) is 2.2 / 0.4 eV. For the relative energy (zero: lowest compared OMol25 entry of this formula, charge and spin), the calculation gives 0.00 kcal per mole. The multiplicity is 6. The charge is -1. For the orbital gap (alpha / beta), the calculation gives 6.46 / 4.89 eV.